Entry 1:
An isolated molecule of C2H3N3OS. Source: OMol25; level of theory: the ωB97M-V functional and the def2-TZVPD basis.

Element x y z (Å)
O  -2.68890  -0.66923  -0.09865
C  -1.59835  -0.16534  -0.05438
N  -1.27230  1.21331  -0.08309
C  0.00637  1.26762  0.10572
N  0.60955  0.04842  0.33767
S  2.21702  -0.23455  -0.20354
N  -0.38674  -0.88989  0.03093
H  0.62224  2.16582  0.12734
H  2.71868  -0.57217  0.97580
H  -0.40384  -1.70348  0.63607

HOMO level = -9.597 eV
spin multiplicity = 1
HOMO-LUMO gap = 9.82 eV
LUMO level = 0.0084 hartree
structure (SMILES) = O=c1ncn(S)[nH]1
charge = 0

Mulliken atomic charge list, values in e, 2 entries: number 1, O, carries -0.54; number 2, C, carries 0.39

Entry 2:
A structure of composition C45H38N5O3SSiTi. Source: OMol25; level of theory: the ωB97M-V functional and the def2-TZVPD basis.

Element x y z (Å)
Ti  -0.34867  -1.54035  1.05571
C  -7.04442  0.15836  -0.22408
C  -5.59785  0.12026  0.17911
C  -4.98643  1.19495  0.82194
C  -3.66981  1.14058  1.22448
C  -2.85245  0.02665  0.98114
N  -1.51985  -0.01332  1.41709
C  -0.90319  1.17829  1.86521
C  -0.89339  2.34952  1.10623
C  -0.19994  3.46546  1.52884
C  0.55025  3.45645  2.70596
C  1.37416  4.64138  3.12045
C  0.56623  2.28671  3.45144
C  -0.16104  1.17763  3.04252
N  -0.11427  -0.01269  3.81762
C  -0.10986  -0.15001  5.15369
C  0.07512  -1.48644  5.43437
C  0.19771  -2.10178  4.18864
N  0.07931  -1.20199  3.21148
C  -3.48530  -1.05855  0.35494
C  -4.82495  -1.00731  -0.01701
N  -2.80853  -2.29280  0.07287
C  -3.05508  -3.13139  -0.93764
C  -2.31373  -4.28463  -0.74833
C  -1.60861  -4.06732  0.41868
N  -1.91381  -2.85582  0.93717
H  -7.33891  1.16220  -0.52688
H  -7.68717  -0.13633  0.60728
H  -7.24273  -0.51935  -1.05340
H  -5.55952  2.09071  1.02745
H  -3.25073  1.98807  1.74585
H  -1.43589  2.36579  0.16854
H  -0.21127  4.35796  0.91562
H  1.02575  5.55132  2.63582
H  2.41964  4.49349  2.84072
H  1.33967  4.79099  4.19908
H  1.16261  2.22188  4.35395
H  -0.24896  0.70102  5.79789
H  0.11531  -1.94978  6.40328
H  0.37377  -3.13550  3.94481
H  -5.27941  -1.88775  -0.45387
H  -3.73963  -2.86276  -1.72309
H  -2.28550  -5.15116  -1.38399
H  -0.88004  -4.69192  0.91045
O  -0.20513  -1.23725  -0.68247
Si  0.30576  -0.34687  -1.99502
C  -1.15958  0.68010  -2.51455
C  -2.32883  0.03066  -2.92268
C  -3.49182  0.73954  -3.17732
C  -3.50220  2.12152  -3.03590
C  -2.34747  2.78707  -2.65271
C  -1.18656  2.06984  -2.38981
C  0.79263  -1.57756  -3.29229
C  1.28242  -2.83159  -2.91229
C  1.66720  -3.75973  -3.86788
C  1.56751  -3.44674  -5.21727
C  1.07358  -2.21189  -5.61073
C  0.68349  -1.28584  -4.65290
C  1.67636  0.76242  -1.39899
C  2.44876  1.46821  -2.32543
C  3.40616  2.38323  -1.90949
C  3.60187  2.61429  -0.55494
C  2.85093  1.91683  0.38054
C  1.90879  0.99375  -0.04501
H  -2.31871  -1.04655  -3.06020
H  -4.38839  0.22200  -3.49540
H  -4.40776  2.67934  -3.23614
H  -2.35135  3.86534  -2.55754
H  -0.29363  2.59841  -2.07437
H  1.33986  -3.09018  -1.85889
H  2.04232  -4.72854  -3.56328
H  1.86895  -4.17062  -5.96301
H  0.98753  -1.97287  -6.66257
H  0.28387  -0.32850  -4.96926
H  2.30614  1.29730  -3.38756
H  4.00034  2.91533  -2.64098
H  4.35716  3.31587  -0.22320
H  3.03198  2.06626  1.43543
H  1.37621  0.41712  0.71762
O  7.09915  0.69072  0.39489
C  6.06945  0.83546  1.24965
O  5.97965  1.81547  1.93628
C  5.03908  -0.24682  1.26304
C  4.32468  -0.44813  2.43934
C  3.26532  -1.33448  2.47219
C  2.88447  -2.00793  1.31218
S  1.47047  -3.08944  1.26947
C  3.61755  -1.82722  0.14170
C  4.69867  -0.96160  0.12240
H  7.09652  -0.19409  0.00032
H  4.60005  0.11693  3.32040
H  2.72418  -1.49566  3.39632
H  3.32216  -2.34533  -0.76083
H  5.22159  -0.79827  -0.81289

HOMO level = -10.391 eV
spin multiplicity = 1
HOMO-LUMO gap = 6.58 eV
LUMO level = -0.1400 hartree
charge = +1

Mulliken atomic charge list, values in e, 2 entries: number 1, Ti, carries -1.07; number 2, C, carries -1.79

Entry 3:
A structure of composition C26H27Cl5IMoN6O at a distorted geometry. Source: OMol25; level of theory: the ωB97M-V functional and the def2-TZVPD basis.

Element x y z (Å)
Mo  0.17393  0.04171  -0.75950
C  -4.01480  1.24300  -0.30489
C  -2.68465  0.58325  -0.28100
N  -1.55499  1.17671  -0.49155
C  -1.41944  2.63502  -0.68864
C  -0.32430  2.92955  -1.71027
N  0.84243  1.98331  -1.63432
C  2.01359  2.51632  -0.88135
C  1.70907  2.40229  0.59147
N  1.31415  0.99759  0.91275
C  2.49088  0.13773  1.29867
C  2.58401  -1.05814  0.35648
N  1.18369  -1.47466  0.18350
C  0.60858  -2.53261  0.65278
C  1.30142  -3.68194  1.28081
C  -0.87304  -2.43282  0.55380
C  -1.81242  -3.35002  0.98374
C  -3.15857  -3.00375  0.90574
C  -3.52369  -1.73264  0.47040
C  -2.52919  -0.85767  0.07096
N  -1.24605  -1.23659  0.07499
H  -4.17964  1.78566  0.63135
H  -4.81600  0.51784  -0.41822
H  -4.08765  1.95816  -1.12277
H  -1.19974  3.05821  0.29279
H  -2.35501  3.07568  -1.02680
H  0.02931  3.95300  -1.58210
H  -0.73032  2.84055  -2.71546
H  1.11658  1.80882  -2.60276
H  2.22817  3.54417  -1.17691
H  2.88133  1.90907  -1.14879
H  0.87497  3.04983  0.86316
H  2.55935  2.71125  1.19932
H  0.70756  1.06845  1.78423
H  2.32588  -0.20886  2.31998
H  3.41283  0.71629  1.28685
H  3.22893  -1.85310  0.72580
H  2.97106  -0.76567  -0.62436
H  1.62619  -4.37169  0.49410
H  0.64139  -4.22281  1.95493
H  2.18386  -3.37066  1.83695
H  -1.50926  -4.30894  1.38024
H  -3.91809  -3.70702  1.22040
H  -4.56249  -1.43416  0.45938
Cl  -1.07479  -2.90457  -7.78826
C  -0.80334  -2.18333  -6.27507
C  -1.08101  -2.89154  -5.10157
Cl  -1.68227  -4.48531  -5.18069
C  -0.86453  -2.28919  -3.86631
Cl  -1.19364  -3.17397  -2.41657
C  -0.37133  -0.99306  -3.78046
O  -0.14504  -0.39873  -2.57484
C  -0.07719  -0.30059  -4.95216
Cl  0.58816  1.29497  -4.86816
C  -0.29520  -0.88251  -6.19778
Cl  0.05971  -0.01335  -7.61703
I  -1.66236  -2.58629  5.09238
C  -1.08285  -0.61639  4.80894
C  -1.14032  0.32606  5.82701
C  -0.71527  1.61648  5.55303
C  -0.24781  1.92262  4.28557
N  -0.19449  1.01881  3.29992
C  -0.60652  -0.22116  3.57296
H  -1.50073  0.06198  6.81256
H  -0.74007  2.37838  6.31973
H  0.09750  2.92207  4.05270
H  -0.54440  -0.94022  2.76366

HOMO level (alpha / beta) = -15.880 / -15.945 eV
spin multiplicity = 3
⟨S²⟩ = 2.0207
HOMO-LUMO gap (alpha / beta) = 5.38 / 5.16 eV
LUMO level (alpha / beta) = -0.3859 / -0.3963 hartree
charge = +3

Mulliken atomic charge list, values in e, 2 entries: number 1, Mo, carries -0.90; number 2, C, carries -1.87

Entry 4:
A structure of composition C39H58AsN7OSSi3Tl at a distorted geometry. Source: OMol25; level of theory: the ωB97M-V functional and the def2-TZVPD basis.

Element x y z (Å)
Tl  0.41948  0.07402  -0.50089
N  -2.75611  -3.51262  -0.07903
C  -1.65783  -2.67341  -0.09451
S  -1.54999  -1.63842  -1.48046
N  -0.86645  -2.77426  0.91757
N  0.18438  -1.91651  1.07192
C  1.06801  -2.34240  1.90269
C  2.29980  -1.71948  2.30560
C  3.14882  -2.49504  3.11486
C  4.35308  -2.02570  3.58523
C  4.76477  -0.74264  3.20573
C  3.97048  0.04064  2.40832
C  2.67530  -0.37653  1.98494
O  1.88825  0.46575  1.41978
H  -3.14061  -3.70782  -0.98718
H  -2.69475  -4.29095  0.55900
H  0.86586  -3.31751  2.35386
H  2.83427  -3.50351  3.36477
H  4.96563  -2.63184  4.23984
H  5.71945  -0.35978  3.54973
H  4.28864  1.03152  2.11056
N  -3.15641  7.73460  -7.23345
C  -3.04144  6.95992  -6.39148
C  -2.90149  5.99601  -5.35225
C  -1.71215  5.27577  -5.21037
C  -1.58668  4.32391  -4.22286
C  -2.64864  4.06300  -3.35840
C  -3.83101  4.78825  -3.48666
C  -3.95491  5.74658  -4.47057
N  -2.51873  3.07553  -2.36864
C  -3.53693  2.36007  -1.76540
C  -2.94044  1.53219  -0.86903
N  -1.58355  1.73244  -0.89401
C  -1.35810  2.64047  -1.80540
H  -0.89388  5.46184  -5.89274
H  -0.67282  3.75334  -4.13465
H  -4.65502  4.60597  -2.81082
H  -4.87116  6.31262  -4.56787
H  -4.56891  2.46998  -2.04433
H  -3.38857  0.79912  -0.22077
H  -0.37762  3.00287  -2.06954
C  1.57125  0.85221  5.08579
Si  0.97745  2.40168  4.16542
C  2.36958  3.29239  3.23366
C  0.63255  3.56594  5.64289
As  -0.62775  1.86826  2.50009
Si  -2.14274  0.67396  3.86700
C  -3.86295  0.53654  3.07311
C  -1.55038  -1.10855  4.08487
C  -2.39855  1.36432  5.62422
Si  -1.59425  4.02491  2.30614
C  -1.50604  5.32409  3.69955
C  -0.58533  4.82925  0.90630
C  -3.41664  4.04126  1.75876
H  2.57944  1.00902  5.47364
H  1.61178  -0.01981  4.43537
H  0.91634  0.61834  5.92825
H  3.32838  3.19990  3.74722
H  2.14368  4.35692  3.12605
H  2.46727  2.86439  2.23537
H  1.53406  3.59608  6.25947
H  -0.18887  3.21124  6.26891
H  0.40890  4.58853  5.34387
H  -3.78496  0.03912  2.10341
H  -4.32973  1.51100  2.91639
H  -4.52820  -0.06233  3.69797
H  -1.65975  -1.66159  3.15050
H  -2.11980  -1.63367  4.85497
H  -0.49401  -1.14064  4.36164
H  -2.58579  2.44067  5.61477
H  -1.50985  1.18732  6.23379
H  -3.24377  0.87804  6.11558
H  -0.48535  5.69337  3.80746
H  -1.82038  4.92616  4.66610
H  -2.14428  6.17790  3.46272
H  0.35765  5.21827  1.29707
H  -1.11243  5.65154  0.41738
H  -0.33725  4.08219  0.15338
H  -4.09170  3.88003  2.60192
H  -3.60473  3.25909  1.02258
H  -3.67163  5.00072  1.30356
C  3.12191  -3.18858  -0.95489
C  3.22346  -1.68656  -1.22954
C  4.53666  -1.11949  -0.68018
C  3.08518  -1.33107  -2.69243
C  3.81489  -2.06171  -3.61082
C  3.78635  -1.79580  -4.96987
C  2.97076  -0.76648  -5.41810
C  2.18756  -0.01539  -4.56461
C  1.31767  1.07017  -5.17945
C  1.75982  2.46827  -4.72632
C  -0.16601  0.81565  -4.88108
C  2.24747  -0.23399  -3.12452
N  1.59530  0.65090  -2.37952
H  3.03642  -3.35879  0.12069
H  4.00447  -3.72419  -1.31090
H  2.24018  -3.60895  -1.44137
H  2.41709  -1.21521  -0.66996
H  5.38040  -1.45268  -1.28876
H  4.69254  -1.44404  0.35079
H  4.50772  -0.02852  -0.69529
H  4.44294  -2.87221  -3.25646
H  4.37447  -2.38094  -5.66548
H  2.91592  -0.55951  -6.48303
H  1.45365  1.01782  -6.26521
H  1.61215  2.55209  -3.64957
H  1.20120  3.24815  -5.25545
H  2.82211  2.61108  -4.93279
H  -0.32771  0.80495  -3.80394
H  -0.46461  -0.15469  -5.28063
H  -0.79788  1.58395  -5.33939

HOMO level (alpha / beta) = -3.597 / -3.607 eV
spin multiplicity = 1
HOMO-LUMO gap (alpha / beta) = 5.10 / 5.11 eV
LUMO level (alpha / beta) = 0.0554 / 0.0553 hartree
charge = -1

Mulliken atomic charge list, values in e, 2 entries: number 1, Tl, carries 1.21; number 2, N, carries -0.52